The following is a DFT calculation (the ωB97M-V functional and the def2-TZVPD basis) of a 13-piece molecular cluster, C158H96Cl4O22 overall.

Last column: Mulliken charge in e.
Positions of all 280 atoms, in Å:
Cl  16.31  25.97  18.53  0.17
C  17.49  24.57  18.42  0.14
C  16.75  23.37  18.17  0.35
Cl  17.79  21.87  18.24  0.33
H  18.11  24.70  19.34  -0.60
H  18.11  24.82  17.58  0.72
H  16.25  23.34  17.22  -0.21
H  15.95  23.20  18.86  -0.81
Cl  18.70  24.17  13.42  -0.12
C  17.46  23.00  14.05  0.28
C  16.06  23.54  14.12  -0.23
Cl  16.13  25.13  15.02  -0.15
H  17.80  22.56  14.98  -0.19
H  17.45  22.21  13.29  0.12
H  15.35  22.86  14.61  -0.18
H  15.71  23.85  13.18  0.58
C  20.80  21.53  21.98  0.33
C  22.04  22.16  22.25  0.12
C  23.19  21.39  22.18  -0.64
C  23.13  20.03  21.94  0.06
C  21.88  19.46  21.67  0.36
C  20.69  20.19  21.71  -0.13
C  21.66  18.01  21.48  0.01
O  20.60  17.48  21.48  -0.29
C  22.91  17.20  21.29  0.50
C  22.74  15.86  20.74  -0.86
C  23.88  15.11  20.61  -0.67
C  25.13  15.70  20.84  -0.41
C  25.27  17.02  21.23  -0.89
C  24.14  17.72  21.50  0.54
C  24.35  19.21  21.84  0.50
O  25.46  19.69  21.99  -0.70
H  19.89  22.14  21.92  0.01
H  22.16  23.21  22.36  0.00
H  24.17  21.82  22.40  0.56
H  19.81  19.64  21.38  0.05
H  21.72  15.52  20.55  0.48
H  23.80  14.13  20.15  0.38
H  26.04  15.08  20.70  0.33
H  26.29  17.37  21.42  0.44
C  23.17  28.62  19.43  -0.99
C  22.03  28.19  18.86  -0.37
C  21.22  27.21  19.40  -0.82
C  21.57  26.72  20.63  0.78
C  22.70  27.06  21.22  0.36
C  23.56  28.02  20.62  -0.64
C  23.13  26.47  22.56  0.91
O  24.21  26.75  22.98  -0.67
C  22.08  25.81  23.36  0.87
C  22.30  25.45  24.71  -1.13
C  21.35  24.68  25.38  -1.16
C  20.22  24.26  24.75  -0.36
C  19.90  24.73  23.51  1.09
C  20.83  25.45  22.81  -0.14
C  20.59  25.85  21.36  -0.41
O  19.61  25.42  20.80  -0.23
H  23.81  29.38  18.96  0.63
H  21.76  28.63  17.89  0.47
H  20.29  26.91  18.90  0.46
H  24.45  28.27  21.20  0.51
H  23.24  25.72  25.14  0.55
H  21.55  24.34  26.41  0.43
H  19.51  23.63  25.32  0.30
H  19.01  24.42  22.99  -0.74
C  21.02  21.70  11.13  -0.27
C  19.79  21.04  11.14  -0.92
C  19.29  20.47  12.35  -0.61
C  20.14  20.46  13.48  0.48
C  21.38  21.12  13.41  0.85
C  21.86  21.68  12.21  -0.93
C  22.36  20.99  14.49  0.56
O  23.42  21.61  14.43  -0.76
C  21.94  20.27  15.80  0.25
C  22.78  20.37  16.86  -1.00
C  22.39  19.84  18.06  0.11
C  21.12  19.26  18.19  -0.05
C  20.21  19.24  17.07  -1.10
C  20.67  19.73  15.82  -0.39
C  19.69  19.79  14.67  0.69
O  18.58  19.28  14.75  -0.75
H  21.32  22.27  10.21  0.33
H  19.14  21.10  10.31  0.44
H  18.32  20.01  12.39  0.60
H  22.75  22.30  12.32  0.46
H  23.71  20.92  16.71  0.45
H  23.04  19.84  18.94  0.31
H  20.81  18.73  19.10  0.43
H  19.26  18.76  17.14  0.79
C  13.85  27.95  24.00  -0.26
C  12.97  26.89  24.40  -0.87
C  12.15  26.34  23.47  -0.71
C  12.21  26.73  22.13  0.51
C  13.24  27.59  21.70  0.47
C  14.05  28.25  22.65  -0.81
C  13.50  27.88  20.24  0.43
O  14.42  28.55  19.86  -0.71
C  12.59  27.23  19.30  0.23
C  12.78  27.47  17.97  -0.49
C  12.03  26.82  17.02  -1.14
C  11.02  25.96  17.43  -0.35
C  10.72  25.74  18.74  -0.82
C  11.54  26.36  19.70  0.69
C  11.32  26.14  21.15  0.46
O  10.32  25.60  21.61  -0.70
H  14.39  28.44  24.79  0.44
H  12.98  26.51  25.42  0.44
H  11.45  25.57  23.76  0.51
H  14.71  29.02  22.28  0.78
H  13.62  28.17  17.83  0.59
H  12.10  27.10  15.95  0.38
H  10.50  25.42  16.68  0.54
H  9.91  25.04  18.97  0.41
C  16.35  24.62  22.32  -0.77
C  16.22  24.90  23.67  0.65
C  16.42  23.97  24.69  -1.54
C  16.85  22.67  24.26  0.84
C  16.88  22.37  22.92  0.81
C  16.65  23.32  21.94  0.45
C  17.38  21.01  22.53  -0.26
O  17.62  20.77  21.36  -0.23
C  17.59  19.94  23.52  0.57
C  17.95  18.68  23.12  -0.56
C  18.30  17.81  24.13  -1.04
C  18.19  18.09  25.48  -1.38
C  17.73  19.36  25.81  -0.66
C  17.45  20.24  24.84  0.35
C  16.97  21.65  25.28  0.64
O  16.86  21.94  26.47  -0.75
H  16.14  25.39  21.62  0.14
H  15.95  25.90  23.90  0.25
H  16.44  24.23  25.72  0.67
H  16.95  22.95  20.97  -0.64
H  18.09  18.41  22.08  0.71
H  18.69  16.88  23.85  0.70
H  18.43  17.33  26.17  0.50
H  17.41  19.64  26.81  0.50
C  27.57  26.85  19.47  -0.71
C  27.64  27.15  18.06  -0.62
C  26.76  26.60  17.18  -0.80
C  25.71  25.84  17.66  0.31
C  25.61  25.53  19.02  0.51
C  26.58  25.92  19.92  -0.30
C  24.33  24.80  19.47  -0.41
O  24.20  24.67  20.65  -0.63
C  23.31  24.42  18.50  0.29
C  22.13  23.71  18.90  0.36
C  21.19  23.39  17.96  0.17
C  21.42  23.69  16.61  -0.46
C  22.60  24.18  16.18  -0.41
C  23.51  24.61  17.14  0.57
C  24.73  25.37  16.69  0.51
O  24.83  25.74  15.53  -0.71
H  28.14  27.46  20.15  0.42
H  28.48  27.79  17.72  0.38
H  26.89  26.81  16.09  0.35
H  26.50  25.83  21.01  0.39
H  22.00  23.48  19.96  -0.46
H  20.28  22.89  18.27  -0.09
H  20.61  23.41  15.95  0.44
H  22.86  24.29  15.14  0.90
C  17.58  28.43  21.43  -0.40
C  17.12  29.75  21.23  -0.87
C  16.83  30.55  22.30  -1.19
C  17.09  30.03  23.56  0.67
C  17.49  28.70  23.75  0.08
C  17.75  27.84  22.67  0.55
C  17.74  28.21  25.10  0.10
O  18.09  27.06  25.25  -0.48
C  17.18  28.99  26.29  0.34
C  17.03  28.38  27.57  -0.93
C  16.40  29.13  28.59  -0.63
C  15.84  30.35  28.34  -0.59
C  16.00  30.94  27.09  -0.39
C  16.70  30.31  26.12  0.43
C  16.80  30.89  24.77  0.01
O  16.62  32.10  24.62  -0.69
H  17.94  27.86  20.57  0.54
H  17.03  30.04  20.20  0.78
H  16.42  31.56  22.27  0.54
H  18.09  26.81  22.86  0.43
H  17.44  27.37  27.58  0.58
H  16.32  28.74  29.58  0.43
H  15.41  30.93  29.17  0.36
H  15.61  31.96  26.86  0.40
C  14.07  21.59  16.82  -1.45
C  13.39  22.75  17.16  -0.31
C  13.14  23.13  18.43  -0.08
C  13.63  22.26  19.39  -0.15
C  14.27  21.09  19.12  0.11
C  14.54  20.75  17.83  0.37
C  14.63  20.18  20.23  -0.59
O  15.27  19.17  20.04  -0.03
C  14.19  20.54  21.62  1.26
C  14.38  19.63  22.66  -0.99
C  14.13  20.05  23.96  -0.44
C  13.65  21.30  24.23  -0.90
C  13.38  22.17  23.17  -0.23
C  13.62  21.81  21.87  0.16
C  13.43  22.76  20.75  0.43
O  13.10  23.88  21.03  -0.25
H  14.19  21.41  15.76  0.74
H  12.99  23.35  16.34  0.37
H  12.74  24.05  18.68  -0.22
H  15.03  19.81  17.61  0.30
H  14.91  18.74  22.43  0.67
H  14.53  19.41  24.75  0.37
H  13.52  21.61  25.25  0.39
H  13.11  23.21  23.34  0.46
C  17.75  14.83  21.40  -0.84
C  16.49  14.75  22.04  -0.65
C  15.35  15.30  21.39  -0.62
C  15.51  16.11  20.30  0.87
C  16.71  16.17  19.63  0.16
C  17.85  15.55  20.18  0.00
C  16.83  16.91  18.39  0.23
O  18.01  17.08  17.93  -0.86
C  15.70  17.25  17.55  0.39
C  15.79  17.68  16.25  -0.29
C  14.61  17.89  15.50  -1.00
C  13.38  17.75  16.14  -0.56
C  13.28  17.38  17.46  -0.46
C  14.45  17.16  18.19  0.69
C  14.36  16.78  19.65  -0.16
O  13.34  16.86  20.28  -0.70
H  18.65  14.37  21.75  0.48
H  16.40  14.24  22.96  0.52
H  14.39  15.25  21.84  0.58
H  18.83  15.40  19.70  0.32
H  16.80  17.78  15.86  0.54
H  14.60  18.17  14.50  0.62
H  12.52  17.95  15.47  0.32
H  12.33  17.36  17.99  0.49
C  22.30  36.56  15.80  -0.45
C  22.79  36.57  17.09  -0.60
C  22.60  35.46  17.92  -0.88
C  21.82  34.43  17.48  0.07
C  21.26  34.46  16.22  0.59
C  21.51  35.55  15.32  -0.96
C  20.36  33.37  15.80  0.64
O  19.87  33.35  14.66  -0.76
C  20.02  32.33  16.77  0.49
C  19.04  31.40  16.44  -0.43
C  18.67  30.48  17.39  -1.87
C  19.25  30.48  18.65  -0.37
C  20.21  31.40  19.07  -1.12
C  20.59  32.31  18.06  0.18
C  21.63  33.32  18.35  0.98
O  22.20  33.29  19.45  -0.74
H  22.62  37.35  15.11  0.39
H  23.31  37.47  17.44  0.38
H  22.86  35.44  18.95  0.56
H  20.95  35.56  14.39  0.51
H  18.67  31.34  15.39  0.42
H  17.93  29.79  17.25  1.20
H  18.93  29.77  19.37  0.99
H  20.69  31.40  20.02  0.74
C  23.95  33.32  13.54  -0.40
C  24.81  32.81  14.54  -0.66
C  24.58  31.56  15.12  -0.71
C  23.49  30.78  14.61  0.43
C  22.68  31.31  13.65  0.66
C  22.84  32.61  13.13  -0.79
C  21.42  30.60  13.30  0.80
O  20.63  31.21  12.61  -0.72
C  21.17  29.27  13.88  0.47
C  19.96  28.73  13.59  -0.94
C  19.67  27.43  14.12  -0.76
C  20.57  26.79  14.95  0.33
C  21.80  27.36  15.21  -0.23
C  22.05  28.65  14.72  -0.14
C  23.29  29.39  15.10  0.43
O  24.19  28.82  15.66  -0.46
H  24.15  34.37  13.21  0.36
H  25.63  33.38  14.98  0.40
H  25.19  31.28  15.97  0.48
H  22.11  33.02  12.45  0.42
H  19.18  29.26  13.04  0.44
H  18.70  26.93  14.01  0.32
H  20.30  25.85  15.37  0.19
H  22.66  26.89  15.76  0.08

Spin multiplicity: 1
Frontier orbital gap in eV: 8.07


The following is a DFT calculation (the ωB97M-V functional and the def2-TZVPD basis) of C15H10Cl2N4O in the gas phase.

Last column: Mulliken charge in e.
Positions of all 32 atoms, in Å:
O  -0.84  -1.39  0.38  -0.74
C  -0.91  -0.43  -0.39  0.83
C  0.14  0.50  -0.52  -0.17
C  1.31  0.39  0.33  -0.42
N  2.12  1.43  0.36  -0.46
C  3.08  1.28  1.38  0.26
C  3.97  0.19  1.48  -0.15
C  4.86  0.07  2.55  -0.46
C  4.77  1.02  3.55  0.21
Cl  5.86  1.09  4.98  -0.22
C  3.97  2.18  3.41  -0.58
C  3.11  2.32  2.28  -0.31
C  -0.19  1.37  -1.55  -0.42
N  -1.44  1.02  -2.07  -0.55
N  -1.73  -0.19  -1.42  0.42
C  -2.95  -0.86  -1.68  0.44
C  -3.50  -1.91  -0.86  -0.10
C  -4.60  -2.69  -1.25  -0.80
C  -5.17  -2.19  -2.41  -0.31
C  -4.73  -1.17  -3.21  0.13
Cl  -5.76  -0.74  -4.56  -0.18
N  -3.53  -0.61  -2.94  -0.45
H  1.56  -0.53  0.90  0.48
H  3.79  -0.65  0.79  0.36
H  5.53  -0.82  2.59  0.36
H  3.94  3.02  3.98  0.45
H  2.41  3.17  1.96  0.31
H  0.52  2.19  -1.79  0.46
H  -1.46  1.04  -3.10  0.29
H  -3.03  -2.15  0.07  0.42
H  -5.03  -3.39  -0.62  0.46
H  -6.08  -2.57  -2.62  0.46

ΔE to the lowest compared entry with this formula, charge and spin in kcal per mole: 37.4
Spin multiplicity: 1
Frontier orbital gap in eV: 8.29
Structure (SMILES): O=c1c(/C=N/c2ccc(Cl)cc2)c[nH]n1-c1cccc(Cl)n1


LUMO energy values, unit eV, following the record order: -1.18 -0.28.
Calculated total energy values, unit eV, following the record order: -260542.101 -48767.175.